This record from the Open Molecules 2025 dataset describes C36H45BrCsN4OP2S4Sb as an isolated structure. The level of theory is ωB97M-V/def2-TZVPD.

Structure (XYZ):
```
95
Properties=species:S:1:pos:R:3:forces:R:3:lowdin_charge:R:1
Cs 0.454889 -1.585828 0.793381 0.07 0.00 -0.08 0.68
C 0.328469 0.460608 -5.151234 -0.03 0.00 0.00 -0.14
C -0.813425 0.548468 -4.137882 0.00 0.01 0.01 -0.56
C -1.628287 1.824112 -4.343143 0.01 -0.02 -0.02 -0.11
P -0.192100 0.164646 -2.411970 0.07 -0.02 0.20 1.06
C 1.041433 1.484273 -1.953540 -0.05 0.03 0.01 -0.57
C 2.417101 1.191139 -2.557509 -0.01 0.01 0.01 -0.13
C 0.649520 2.949332 -2.122125 0.02 -0.03 -0.02 -0.10
C -1.712545 0.483921 -1.412410 0.04 0.02 -0.06 -0.33
C -2.895159 -0.058178 -1.935564 -0.05 -0.07 0.02 -0.14
C -4.117014 0.051500 -1.301622 0.01 0.00 -0.03 -0.11
C -4.177184 0.719657 -0.082158 0.00 0.01 0.04 -0.11
C -3.025201 1.220023 0.481679 -0.04 0.01 0.00 -0.06
C -1.756954 1.100631 -0.135842 -0.05 0.12 0.03 -0.36
N -0.614382 1.457516 0.542320 0.09 -0.20 -0.15 -0.03
C -0.479757 2.667750 1.108805 -0.06 -0.01 0.01 -0.35
C -1.310256 3.790756 0.808443 0.00 0.05 0.02 -0.06
C -1.081093 5.035979 1.349508 0.02 -0.02 0.00 -0.13
C -0.022642 5.260549 2.232018 -0.03 0.01 -0.02 -0.14
C 0.789805 4.181416 2.547410 0.04 0.01 0.03 -0.14
C 0.594374 2.911097 2.020361 0.04 -0.08 -0.01 -0.33
P 1.679055 1.512814 2.497634 0.04 0.00 -0.05 1.05
C 1.360730 1.547616 4.334915 0.00 -0.01 0.00 -0.57
C -0.050432 1.003399 4.560603 0.02 0.01 0.00 -0.13
C 2.381634 0.752884 5.143502 -0.02 0.01 0.00 -0.13
C 3.391988 2.239828 2.349774 -0.03 0.04 0.00 -0.57
C 3.536527 2.956556 1.006266 0.00 -0.01 0.02 -0.12
C 4.432908 1.120805 2.435946 -0.03 0.01 0.00 -0.16
H -0.074322 0.387599 -6.165927 0.01 0.00 0.00 0.07
H 0.955043 1.352672 -5.113375 0.01 0.01 0.00 0.06
H 0.961626 -0.410170 -4.968729 0.01 0.00 -0.01 0.07
H -1.469601 -0.303588 -4.341379 0.01 0.00 0.01 0.08
H -0.996838 2.709878 -4.282262 0.00 0.00 0.00 0.05
H -2.092082 1.813687 -5.335842 0.00 0.01 0.00 0.07
H -2.418837 1.920787 -3.599686 0.00 0.01 0.00 0.06
H 1.111846 1.313249 -0.875785 -0.01 -0.04 0.01 0.05
H 2.458563 1.419768 -3.623426 0.01 0.00 -0.02 0.05
H 3.173752 1.806836 -2.063491 0.00 0.00 -0.01 0.06
H 2.698952 0.144174 -2.426200 0.00 0.00 0.00 0.07
H 0.753888 3.272818 -3.161923 -0.01 0.00 0.00 0.06
H -0.375266 3.131442 -1.798418 0.00 0.01 0.00 0.06
H 1.302163 3.579010 -1.509767 -0.01 0.02 -0.01 0.08
H -2.861820 -0.604610 -2.871535 0.02 0.00 0.01 0.09
H -4.999287 -0.405822 -1.730657 0.00 0.00 0.00 0.10
H -5.119196 0.804463 0.447680 0.00 0.00 0.00 0.10
H -3.059838 1.692779 1.456944 0.01 0.01 0.00 0.11
H -2.132275 3.661129 0.115168 0.01 -0.03 0.00 0.10
H -1.738124 5.854574 1.071298 0.01 0.01 0.01 0.09
H 0.159580 6.239609 2.657145 0.00 0.00 0.00 0.08
H 1.620088 4.339626 3.231577 0.00 -0.01 -0.01 0.09
H 1.387507 2.594325 4.657521 0.00 0.00 0.01 0.09
H -0.098313 -0.056669 4.296569 -0.01 0.00 0.00 0.07
H -0.337598 1.096351 5.612076 0.00 0.00 0.00 0.07
H -0.785836 1.535813 3.954286 -0.01 0.00 0.00 0.07
H 2.489963 -0.264472 4.759033 0.01 0.00 0.00 0.05
H 3.366777 1.219676 5.127834 0.00 -0.01 0.01 0.06
H 2.059829 0.684029 6.187394 0.00 0.00 0.00 0.07
H 3.554140 2.960274 3.162044 0.00 0.00 0.00 0.10
H 3.255587 2.280808 0.192036 0.00 0.01 0.00 0.06
H 2.905461 3.842019 0.936300 0.00 0.00 -0.01 0.06
H 4.578335 3.249691 0.846095 0.00 0.00 0.00 0.07
H 4.324140 0.437651 1.590315 0.01 -0.01 0.01 0.04
H 5.447609 1.526329 2.402955 0.00 0.01 0.00 0.07
H 4.351401 0.514411 3.335768 0.02 -0.02 -0.01 0.03
S 7.188062 -1.478311 3.241938 0.02 0.05 0.02 -0.37
Sb 6.335340 -3.313442 2.266349 -0.06 -0.06 -0.04 0.25
S 4.162233 -2.588239 1.090211 -0.01 0.01 0.12 -0.22
S 3.299563 -2.624053 2.995511 -0.05 0.15 -0.12 -0.27
S 4.476299 -4.123339 3.814345 0.08 -0.08 -0.01 -0.19
Br -7.168798 -2.983782 2.194790 0.06 0.00 -0.03 0.63
C -5.391682 -3.161184 1.467712 -0.38 0.01 0.10 -0.71
C -4.510530 -2.176734 1.693002 0.32 0.21 -0.38 -0.14
C -3.093459 -2.404739 1.220678 0.03 -0.37 0.92 -0.28
C -2.985528 -3.326743 0.065157 -0.04 -0.02 0.36 -0.31
C -3.963185 -4.325746 -0.034304 0.10 0.01 -0.27 -0.06
C -5.137843 -4.312380 0.684066 0.00 -0.07 -0.04 -0.18
N -1.795920 -3.325280 -0.600907 -0.11 0.06 -0.25 0.05
C -1.617464 -3.970933 -1.706163 0.08 -0.08 0.07 -0.15
C -0.322800 -4.085731 -2.364747 0.01 0.02 0.01 -0.28
C -0.265270 -4.698151 -3.628356 -0.06 -0.01 -0.01 -0.05
C 0.944576 -4.831079 -4.271436 0.08 0.00 -0.01 -0.10
C 2.092601 -4.347776 -3.653991 0.02 0.09 -0.02 -0.09
C 1.950862 -3.744956 -2.412548 -0.08 -0.13 0.06 -0.15
N 0.793275 -3.629803 -1.771094 -0.07 0.15 0.09 0.07
H -4.770563 -1.266636 2.209534 0.01 -0.01 0.05 0.09
H -2.538867 -1.467277 1.164085 -0.15 0.09 -0.33 0.08
H -3.773137 -5.177168 -0.680924 0.03 0.01 0.00 0.10
H -5.851193 -5.120636 0.637070 0.00 0.00 0.00 0.07
H -2.443754 -4.475799 -2.214539 0.00 0.01 -0.01 0.10
H -1.179975 -5.059922 -4.082431 0.00 0.00 0.01 0.10
H 0.999648 -5.305945 -5.244433 0.00 0.00 0.00 0.09
H 3.068029 -4.428695 -4.114187 0.00 0.00 -0.01 0.09
H 2.820956 -3.359685 -1.888077 -0.01 0.01 0.00 0.09
O -2.329523 -4.196659 2.517767 0.13 -0.25 -0.06 -0.02
N -2.530925 -3.022545 2.566687 -0.09 0.36 -0.15 -0.01
```
Forces are in eV/Å.

Frontier orbital gap, eV: 5.1
HOMO, eV: -1.57
Electronic energy, hartree: -6802.97569
Relative energy (zero: lowest compared OMol25 entry of this formula, charge and spin), eV: 1.607
Charge: -2
2S+1: 1